{
  "formula": "C12H16I2OPdS3",
  "method": "ωB97M-V/def2-TZVPD",
  "total_energy_ev": -66939.8494,
  "e_lumo_ev": 4.6,
  "charge": -2,
  "orbital_gap_ev": 5.48,
  "e_homo_ev": -0.854,
  "elements": ["Pd", "C", "C", "S", "C", "C", "S", "H", "H", "H", "H", "H", "H", "I", "I", "C", "C", "C", "C", "C", "C", "C", "S", "C", "O", "H", "H", "H", "H", "H", "H", "H", "H", "H", "H"],
  "coordinates": [[-0.743655, 0.837558, -0.291629], [-2.839109, -2.851322, -2.290083], [-1.944819, -1.682258, -1.922368], [-2.569505, -0.637924, -0.725904], [-0.760964, -1.530631, -2.602120], [-0.378390, -2.479802, -3.719727], [0.338595, -0.236589, -2.333440], [-3.811956, -2.733245, -1.818590], [-2.404923, -3.795175, -1.942705], [-2.978597, -2.934225, -3.371905], [-0.624291, -3.512825, -3.460984], [0.693150, -2.434267, -3.913060], [-0.890894, -2.246894, -4.662450], [-0.734414, 2.106708, -2.885954], [-1.462504, 5.399709, -4.220515], [3.521268, -1.110059, 1.319026], [2.282592, -0.262173, 1.461602], [1.257102, -0.652094, 2.359844], [0.121042, 0.099655, 2.499993], [-0.028361, 1.292245, 1.758348], [0.959511, 1.689092, 0.819040], [2.129626, 0.883906, 0.727898], [-1.410979, 2.355990, 2.156430], [-0.502229, 3.514574, 3.242329], [-2.284720, 1.605838, 3.102561], [3.338882, -2.127497, 1.669830], [4.357205, -0.706984, 1.899312], [3.838359, -1.167807, 0.276519], [1.361218, -1.582533, 2.908255], [-0.688634, -0.186888, 3.159094], [0.977748, 2.700083, 0.424383], [2.905294, 1.184849, 0.031042], [0.012016, 2.935904, 4.010337], [-1.243441, 4.177203, 3.688336], [0.208773, 4.087879, 2.647251]],
  "atomic_forces_ev_per_a": [[0.73, -0.34, 0.00], [0.01, 0.00, -0.02], [0.05, 0.04, -0.15], [-0.14, -0.07, 0.28], [-0.12, -0.11, -0.08], [-0.07, 0.07, -0.07], [-0.09, 0.26, 0.29], [0.00, 0.00, 0.00], [0.01, 0.00, -0.01], [0.00, 0.01, 0.00], [0.01, 0.00, -0.01], [0.00, 0.01, -0.01], [-0.01, 0.00, 0.00], [0.18, -0.16, -0.05], [-0.01, 0.06, -0.04], [0.00, 0.01, 0.00], [0.04, 0.07, -0.04], [-0.07, 0.02, 0.02], [0.21, -0.04, 0.09], [-0.60, -0.07, -0.37], [-0.28, 0.17, -0.05], [0.05, -0.08, 0.00], [0.19, 0.39, 0.12], [-0.01, -0.08, -0.03], [-0.09, -0.11, 0.14], [0.00, -0.01, -0.01], [0.00, -0.01, 0.01], [0.01, 0.01, 0.00], [-0.01, 0.00, 0.01], [0.01, -0.01, 0.01], [0.02, -0.01, 0.00], [0.00, -0.01, -0.01], [-0.02, -0.02, 0.00], [0.00, 0.02, -0.01], [0.01, -0.02, -0.02]],
  "lowdin_charge": [0.040, -0.171, -0.840, 0.523, -0.811, -0.172, 0.368, 0.037, 0.069, 0.064, 0.056, 0.042, 0.070, 0.225, -0.789, -0.074, -0.309, -0.077, -0.106, -0.548, -0.244, -0.087, 0.841, -0.259, -0.561, 0.063, 0.067, 0.070, 0.093, 0.099, 0.094, 0.109, 0.047, 0.032, 0.040]
}

=====

{
  "formula": "C12H16N",
  "method": "ωB97M-V/def2-TZVPD",
  "total_energy_ev": -14185.3732,
  "e_lumo_ev": -4.6,
  "charge": 1,
  "orbital_gap_ev": 8.56,
  "e_homo_ev": -13.147,
  "relative_energy_kcal_mol": 13.0,
  "smiles": "C/C=C\\C/C(=[NH+]/C)c1ccccc1",
  "elements": ["C", "C", "C", "C", "C", "N", "C", "C", "C", "C", "C", "C", "C", "H", "H", "H", "H", "H", "H", "H", "H", "H", "H", "H", "H", "H", "H", "H", "H"],
  "coordinates": [[2.591118, -0.030588, -1.245643], [3.354691, 0.016008, -0.004776], [2.863149, 0.239772, 1.208703], [1.391695, 0.588893, 1.499889], [0.292971, -0.143481, 0.734237], [0.614666, -1.406347, 0.399875], [-0.295858, -2.189131, -0.435691], [-1.025775, 0.381571, 0.415540], [-1.288646, 1.657849, -0.117792], [-2.477305, 1.982493, -0.765028], [-3.584027, 1.119027, -0.691718], [-3.467250, -0.003795, 0.093302], [-2.272048, -0.382461, 0.610878], [3.058060, 0.673386, -1.890685], [1.499395, 0.297985, -1.037762], [2.557748, -0.998653, -1.724512], [4.401904, -0.025503, -0.245843], [3.471286, 0.303021, 2.086949], [1.206462, 0.465897, 2.591684], [1.093548, 1.662811, 1.323632], [1.590100, -1.684900, 0.625346], [0.326176, -2.789547, -1.087075], [-0.952281, -2.870012, 0.103548], [-0.937172, -1.510899, -1.036620], [-0.381381, 2.141220, -0.183502], [-2.510905, 2.818295, -1.391624], [-4.479731, 1.478104, -1.311359], [-4.415964, -0.573426, 0.182881], [-2.224635, -1.217593, 1.293152]],
  "atomic_forces_ev_per_a": [[-2.94, 0.91, 0.40], [0.25, -0.02, 0.41], [-1.08, 0.42, -0.13], [-1.03, 1.00, -0.33], [1.51, -2.59, 0.84], [-1.52, 2.38, 0.76], [0.29, -0.42, -0.77], [-3.88, -0.22, 0.52], [0.46, -2.31, -0.24], [-0.18, -1.53, 0.88], [0.42, 2.70, -1.60], [-2.19, -0.59, -0.42], [2.57, -0.01, 0.82], [0.14, 0.52, -0.99], [1.89, -0.32, -0.99], [0.12, -0.33, -0.17], [0.58, -0.37, 0.84], [0.48, 0.02, 0.17], [-0.16, -0.12, -0.69], [0.96, -0.66, 0.23], [-0.99, 0.00, -0.30], [0.01, -0.15, -0.25], [0.19, 0.14, 0.31], [0.65, -0.49, 0.35], [1.38, 2.26, -0.68], [-0.09, 1.35, -0.54], [1.14, -1.15, 1.32], [1.07, -0.01, 0.46], [-0.07, -0.40, -0.22]],
  "lowdin_charge": [-0.080, -0.156, -0.083, -0.083, -0.160, 0.070, -0.025, -0.148, 0.002, -0.032, -0.038, -0.082, -0.032, 0.083, 0.097, 0.090, 0.116, 0.103, 0.148, 0.139, 0.168, 0.096, 0.100, 0.111, 0.086, 0.098, 0.152, 0.136, 0.120]
}

=====

{
  "formula": "C12H16N2O",
  "method": "ωB97M-V/def2-TZVPD",
  "total_energy_ev": -17728.8007,
  "e_lumo_ev": 0.6,
  "charge": 0,
  "orbital_gap_ev": 8.75,
  "e_homo_ev": -8.129,
  "relative_energy_kcal_mol": 76.7,
  "smiles": "CCc1c[nH]cn1.Cc1ccc(O)cc1",
  "elements": ["C", "C", "C", "C", "N", "C", "N", "H", "H", "H", "H", "H", "H", "H", "H", "C", "C", "C", "C", "C", "O", "C", "C", "H", "H", "H", "H", "H", "H", "H", "H"],
  "coordinates": [[2.967723, -2.265095, -0.048680], [1.556046, -2.178409, -0.710221], [1.610988, -1.100716, -1.646196], [0.902250, -1.048279, -2.896444], [1.174108, 0.307272, -3.346103], [2.065280, 0.834047, -2.481161], [2.304975, 0.100661, -1.419093], [2.993847, -3.370496, 0.425173], [3.221111, -1.592619, 0.818596], [3.778841, -2.256125, -0.777348], [1.211306, -3.222069, -1.038730], [0.761888, -1.931492, 0.058135], [0.566880, -1.834982, -3.508112], [0.755388, 0.716925, -4.104481], [2.419553, 1.821098, -2.751913], [-1.747699, -1.183165, 2.686526], [-1.810378, 0.131929, 1.886089], [-2.617853, 0.427698, 0.824882], [-2.701008, 1.695708, 0.169947], [-1.734775, 2.654557, 0.537318], [-1.586208, 3.660293, -0.319291], [-1.075435, 2.466107, 1.784857], [-1.128123, 1.216963, 2.332852], [-1.452952, -1.198082, 3.712680], [-1.048037, -1.763726, 2.068652], [-2.763538, -1.479527, 2.544300], [-3.285405, -0.375715, 0.311843], [-3.414942, 1.961830, -0.623693], [-0.780254, 4.359608, -0.084706], [-0.540850, 3.268514, 2.337406], [-0.602727, 1.177288, 3.256914]],
  "atomic_forces_ev_per_a": [[-0.24, -3.37, 2.27], [0.21, -1.53, 2.83], [-1.92, 1.94, -4.62], [2.66, 3.15, 2.90], [0.95, -4.36, 2.30], [-1.02, 0.64, -0.11], [-0.44, -1.00, -0.81], [0.24, 2.33, -0.82], [-0.62, -0.34, -1.22], [-0.20, 0.23, -0.03], [0.69, 1.72, -0.32], [0.94, -0.13, -0.44], [-0.83, -0.46, -0.56], [-0.73, 1.19, -2.05], [0.27, 0.02, 0.70], [-0.06, 0.83, -3.13], [0.22, 0.09, 1.26], [-2.87, -0.91, -3.07], [1.40, -0.61, 0.90], [-0.62, -1.20, 1.43], [3.10, 4.15, 0.09], [-0.09, 1.12, -1.58], [1.09, 1.26, 1.60], [0.19, 0.60, 0.51], [-0.36, -0.63, 0.56], [-0.53, -1.32, 0.37], [1.05, 1.24, 1.31], [0.55, -0.59, 0.27], [-3.21, -3.01, -0.49], [-0.26, -0.55, -0.85], [0.43, -0.50, 0.77]],
  "lowdin_charge": [-0.130, -0.237, -0.345, 0.009, 0.048, -0.223, 0.106, 0.098, 0.075, 0.057, 0.133, 0.115, 0.082, 0.099, 0.116, -0.022, -0.308, -0.062, -0.011, -0.368, 0.005, -0.024, -0.105, 0.069, 0.072, 0.061, 0.138, 0.116, 0.211, 0.121, 0.104]
}

=====

Values of max |F|, in order: 0.81; 3.92; 5.36, all in eV/A.